Computed, not measured: an isolated molecule of C5H5ClS in a non-equilibrium geometry, with the ωB97M-V functional and the def2-TZVPD basis.

Geometry as XYZ:
```
12
C5H5ClS | OMol25 | the ωB97M-V functional and the def2-TZVPD basis
S -2.2428 -0.9989 -0.4452
C -0.8702 -0.1472 0.5303
C -0.4406 1.2191 0.0203
C 0.8357 1.1294 -0.4085
C 1.3455 -0.2255 -0.0684
Cl 2.9652 -0.8633 -0.2584
C 0.3456 -0.9456 0.5524
H -1.3948 -1.2271 -1.4687
H -1.2550 -0.0193 1.5255
H -1.0491 2.1180 0.0455
H 1.3589 1.9140 -1.0405
H 0.4017 -1.9537 1.0157
```

The calculation puts the molar mass at 132.61 Da. As for the lowest unoccupied orbital energy: 0.2 eV. Its spin multiplicity is 1. The calculation puts the max |F| at 2.49 eV/Å. The value obtained for the calculated total energy is -28622.3447 eV. Its HOMO-LUMO gap is 0.324 Ha. The value obtained for the HOMO energy is -0.318 Eh. As for the structure (SMILES): S[C@@H]1C=CC(Cl)=C1. For the relative energy (zero: lowest compared OMol25 entry of this formula, charge and spin), the calculation gives 0.3474 eV.

---

Computed, not measured: a 2-piece molecular cluster, C5H5F4N overall in a non-equilibrium geometry, with the ωB97M-V functional and the def2-TZVPD basis.

Geometry as XYZ:
```
15
C5H5F4N | OMol25 | the ωB97M-V functional and the def2-TZVPD basis
C 2.0408 -1.7528 -0.1143
C -0.7117 -0.3763 -0.1674
C 0.6562 0.3804 0.0126
C 1.9040 -0.4089 -0.1637
C 3.1932 0.4032 -0.4256
N 2.3349 -2.8639 0.0534
F 2.3262 -0.3863 2.2116
F 3.0846 1.1144 -1.5608
F 3.3824 1.3126 0.5065
F 4.2863 -0.3064 -0.6005
H -1.4117 0.4183 -0.3462
H -0.9423 -1.1955 0.6105
H -0.6012 -1.1035 -1.0748
H 0.6999 1.3227 -0.5191
H 0.4557 0.8695 1.0107
```

The calculation puts the molar mass at 155.09 Da. As for the lowest unoccupied orbital energy (spin up / spin down): 0.7 / -4.7 eV. Its spin multiplicity is 3. The calculation puts the max |F| at 3.81 eV/Å. The value obtained for the calculated total energy is -17620.7215 eV. Its HOMO-LUMO gap (spin up / spin down) is 0.376 / 0.273 Ha. The value obtained for the HOMO energy (spin up / spin down) is -0.351 / -0.445 Eh. For the relative energy (zero: lowest compared OMol25 entry of this formula, charge and spin), the calculation gives 0.0000 eV.

---

Computed, not measured: C5H5F4O2Ti as an isolated structure in a non-equilibrium geometry, with the ωB97M-V functional and the def2-TZVPD basis.

Geometry as XYZ:
```
17
C5H5F4O2Ti | OMol25 | the ωB97M-V functional and the def2-TZVPD basis
O -1.3602 -3.5711 -0.4635
C -1.4608 -2.3471 -0.7385
F -2.7291 -1.7556 -0.9506
C -0.0838 -1.5050 -0.8212
C -0.3927 0.0812 -0.8696
C 0.7644 0.9262 -0.1465
O 0.2381 2.2569 0.0948
C 0.1297 2.5502 1.4651
F 1.3509 3.0807 1.9731
F -0.3869 1.5097 2.2557
F -0.8056 3.6196 1.5678
H 0.5869 -1.7706 0.0909
H 0.3928 -1.8248 -1.8268
H -0.3070 0.3814 -1.9836
H 1.2333 0.4200 0.7607
H 1.6166 1.0540 -0.9171
Ti 1.2133 -3.1056 0.5094
```

Its charge is +1. The calculation puts the molar mass at 220.95 Da. As for the lowest unoccupied orbital energy: -7.0 eV. Its spin multiplicity is 1. The calculation puts the max |F| at 4.98 eV/Å. The value obtained for the calculated total energy is -43327.9507 eV. Its HOMO-LUMO gap is 0.157 Ha. The value obtained for the HOMO energy is -0.413 Eh.

---

Computed, not measured: C5H5FLiO4Tl as an isolated structure in a non-equilibrium geometry, with the ωB97M-V functional and the def2-TZVPD basis.

Geometry as XYZ:
```
17
C5H5FLiO4Tl | OMol25 | the ωB97M-V functional and the def2-TZVPD basis
H -0.9503 0.0430 -1.0522
O -0.2828 1.0995 0.5722
O -1.3476 2.8320 -0.2121
O -1.5301 2.3297 1.9845
C -0.3013 0.9056 -0.8506
C -0.7824 2.2082 -1.3048
C -1.0737 2.1391 0.9016
H -1.1759 2.4821 -2.2788
C -0.0790 -2.5782 0.2883
C 1.0349 -1.8977 -0.1262
O 1.6565 -1.1414 0.7822
Tl 4.0119 -0.8688 0.8447
Li 0.2806 -0.3763 1.8234
F -0.8461 -1.9393 1.2532
H -0.6122 -3.3722 -0.2270
H 0.7012 0.2486 -1.2245
H 1.2964 -2.1139 -1.1739
```

Its charge is +1. The calculation puts the molar mass at 359.41 Da. As for the lowest unoccupied orbital energy (spin up / spin down): -4.3 / -4.3 eV. Its spin multiplicity is 2. The calculation puts the max |F| at 3.87 eV/Å. The value obtained for the calculated total energy is -21063.9850 eV. Its HOMO-LUMO gap (spin up / spin down) is 0.267 / 0.289 Ha. The value obtained for the HOMO energy (spin up / spin down) is -0.424 / -0.446 Eh.